(1)
Computed, not measured: one molecule with the formula C18H29N5O3S, with ωB97M-V/def2-TZVPD.

Its spin multiplicity is 1. The value obtained for the HOMO energy is -0.2999 Eh. The value obtained for the LUMO energy is 0.5 eV. The molar mass comes out at 395.5 g mol⁻¹. The energy above the lowest of the compared OMol25 structures with the same formula, charge and spin is 4.6 kcal per mole. For the orbital gap, the calculation gives 0.317 hartree.

```
56
Properties=species:S:1:pos:R:3:forces:R:3
C -0.25233 0.08758 -2.81871 0.055 0.232 0.096
C -0.67922 1.40333 -2.17908 -0.239 -0.245 -0.048
C -2.19698 1.47622 -2.02895 0.125 0.262 0.007
C -2.70889 2.78772 -1.43135 0.093 -0.152 0.070
C -2.19032 3.13684 -0.03510 -0.216 -0.164 -0.081
C -2.68685 2.21806 1.08534 -0.140 0.804 -0.025
N -2.02682 0.93682 1.12212 0.372 -0.491 0.057
C -0.73815 0.67255 1.42105 -0.105 -0.157 0.027
S 0.39209 1.91545 1.84931 0.164 0.306 0.114
C 1.79657 0.92961 2.48210 -0.249 0.260 -0.085
C 3.06730 1.09079 1.64554 0.050 -0.052 -0.002
N 3.37498 -0.11814 0.90792 0.107 0.057 0.010
C 2.46503 -0.34855 -0.20310 0.024 -0.319 -0.140
C 2.80634 -1.68701 -0.85471 -0.327 0.207 0.057
O 4.13714 -1.71715 -1.31403 0.054 0.001 -0.178
C 5.02433 -1.47449 -0.24972 0.234 0.248 0.215
C 4.74288 -0.12782 0.41734 0.058 -0.289 -0.131
N -0.44005 -0.61937 1.37077 0.006 -0.368 0.006
C -1.59513 -1.22349 1.02357 -0.758 1.191 -0.046
C -2.60920 -0.28888 0.86546 0.380 -0.782 0.071
C -3.94491 -0.67025 0.52432 0.336 0.016 0.089
O -4.92276 0.03346 0.37618 -0.226 0.156 -0.081
N -4.01445 -2.05575 0.36849 -0.446 -0.068 -0.114
C -3.03360 -3.02267 0.49865 0.106 0.005 0.020
O -3.27376 -4.19415 0.32145 -0.144 -0.346 -0.071
N -1.78112 -2.55889 0.84164 -0.048 -0.095 -0.004
C -0.67702 -3.47862 1.00144 0.170 -0.233 0.027
H -0.54451 -0.75224 -2.19021 -0.035 -0.144 0.052
H 0.82627 0.05571 -2.95250 0.126 -0.085 -0.052
H -0.72263 -0.03496 -3.79190 -0.029 -0.074 -0.115
H -0.33758 2.23827 -2.79519 0.059 0.088 0.043
H -0.19756 1.49138 -1.20363 0.080 0.104 0.046
H -2.64721 1.36525 -3.01879 -0.038 -0.082 -0.012
H -2.54330 0.63397 -1.43035 -0.030 -0.086 -0.066
H -3.79963 2.74295 -1.39524 -0.059 0.104 -0.032
H -2.43223 3.60474 -2.10242 -0.064 0.035 -0.041
H -1.10018 3.15938 -0.02669 0.042 0.118 -0.003
H -2.53595 4.14344 0.20779 0.068 0.036 0.065
H -3.75423 2.02002 0.96693 0.108 0.029 0.112
H -2.51107 2.71043 2.04819 -0.104 -0.091 -0.036
H 1.95441 1.28107 3.50038 -0.018 -0.084 -0.010
H 1.46709 -0.10675 2.49088 0.085 -0.006 0.108
H 2.96807 1.96807 0.98051 0.093 -0.051 0.047
H 3.90744 1.28242 2.31823 -0.036 0.019 -0.043
H 1.44270 -0.39279 0.17120 0.036 0.026 -0.090
H 2.54479 0.45681 -0.95545 -0.022 0.000 0.015
H 2.17618 -1.86429 -1.72784 -0.037 -0.001 0.087
H 2.65073 -2.49036 -0.11822 -0.038 0.039 -0.056
H 6.02903 -1.49076 -0.67545 -0.029 -0.010 0.090
H 4.93096 -2.27188 0.50307 0.047 0.057 -0.043
H 5.42506 0.00807 1.25952 0.028 0.021 -0.028
H 4.91639 0.68118 -0.31472 0.026 -0.019 0.043
H -4.92783 -2.42231 0.12351 0.180 0.047 0.045
H 0.10144 -3.25196 0.27229 0.021 -0.046 0.024
H -1.05978 -4.48480 0.84377 0.072 0.105 0.016
H -0.26199 -3.38322 2.00442 0.031 -0.034 -0.027
```
Positions in Å, forces in eV/Å.

Löwdin population analysis, charges in e, atoms 1 to 4: number 1, C, carries -0.1033; number 2, C, carries -0.2548; number 3, C, carries -0.2093; number 4, C, carries -0.1911

***

(2)
Computed, not measured: one molecule with the formula C18H29NO2, with ωB97M-V/def2-TZVPD.

Its spin multiplicity is 1. The value obtained for the HOMO energy is -0.3074 Eh. The value obtained for the LUMO energy is 0.9 eV. The molar mass comes out at 291.4 g mol⁻¹. The energy above the lowest of the compared OMol25 structures with the same formula, charge and spin is 27.9 kcal per mole. For the orbital gap, the calculation gives 0.339 hartree.

```
50
Properties=species:S:1:pos:R:3:forces:R:3
C -6.07358 -1.33604 -1.53939 0.056 0.234 0.021
C -5.17416 -0.16909 -1.15011 0.098 -0.322 0.003
C -4.28049 -0.47660 0.06116 -0.092 0.138 -0.031
C -5.09068 -0.65954 1.34620 0.161 -0.128 -0.170
C -3.25510 0.62034 0.22779 0.175 -0.306 -0.056
C -3.63359 1.90193 0.59207 0.120 -0.055 -0.023
C -2.70509 2.91762 0.74225 0.019 0.159 0.026
C -1.36851 2.65077 0.52221 -0.056 0.060 0.028
C -0.96349 1.37892 0.15505 0.203 -0.233 -0.109
C -1.89401 0.35815 0.00227 -0.196 0.174 0.047
O -1.58555 -0.91885 -0.38771 -0.277 0.197 0.123
C -0.24247 -1.33193 -0.45995 0.530 -0.218 0.135
C 0.36060 -1.56521 0.93776 -0.295 0.045 -0.040
O 1.59721 -2.23970 0.88113 -0.114 -0.090 -0.294
C 2.75210 -1.45643 1.07486 0.184 0.175 -0.071
C 3.09525 -0.53109 -0.09928 -0.153 -0.179 0.253
N 4.33045 0.17224 0.14733 -0.081 0.079 -0.120
C 4.56892 1.28432 -0.75752 0.027 0.201 0.052
C 6.03956 1.59869 -0.52615 -0.116 -0.023 -0.108
C 6.65465 0.20112 -0.45047 -0.031 0.026 0.044
C 5.52987 -0.66334 0.14064 0.137 -0.241 0.265
H -6.62501 -1.09878 -2.44674 -0.088 -0.058 -0.067
H -6.79313 -1.55554 -0.75500 -0.106 -0.088 0.051
H -5.47948 -2.22858 -1.72329 0.028 -0.136 -0.028
H -4.52801 0.07803 -1.99591 -0.021 0.088 -0.005
H -5.78819 0.70839 -0.93678 0.038 0.118 -0.006
H -3.74225 -1.40581 -0.14180 -0.095 0.077 0.002
H -5.74559 0.19045 1.52193 -0.099 0.111 0.056
H -4.42085 -0.75838 2.19773 0.001 -0.022 0.113
H -5.70088 -1.55691 1.28803 -0.118 -0.071 0.045
H -4.67797 2.11323 0.76402 -0.151 -0.001 0.024
H -3.02447 3.90804 1.02914 -0.028 0.085 0.025
H -0.62922 3.43009 0.63479 0.060 0.053 0.008
H 0.08682 1.20104 -0.01582 0.104 -0.074 -0.015
H -0.26825 -2.28969 -0.98689 0.078 0.138 0.043
H 0.36230 -0.63403 -1.04965 -0.036 -0.049 0.014
H -0.32965 -2.21408 1.49009 0.021 0.160 -0.051
H 0.45198 -0.61880 1.48369 0.001 -0.053 0.011
H 3.55427 -2.18415 1.21374 0.028 0.115 0.050
H 2.66503 -0.85247 1.98887 0.024 -0.053 -0.051
H 3.12564 -1.13100 -1.02914 -0.002 0.068 0.034
H 2.31142 0.22369 -0.20605 -0.077 -0.050 -0.048
H 3.90782 2.11579 -0.50388 -0.015 0.002 -0.095
H 4.39665 1.00793 -1.81278 -0.002 0.010 0.011
H 6.47053 2.20950 -1.31672 0.026 0.058 0.009
H 6.15501 2.11382 0.42689 -0.004 0.076 0.011
H 7.55465 0.17715 0.16053 0.052 -0.042 -0.042
H 6.91291 -0.14751 -1.45107 0.029 -0.006 0.016
H 5.75319 -0.96321 1.16849 0.068 -0.144 -0.112
H 5.38282 -1.57452 -0.45657 -0.015 -0.006 0.024
```
Positions in Å, forces in eV/Å.

Löwdin population analysis, charges in e, atoms 1 to 4: number 1, C, carries -0.1031; number 2, C, carries -0.2206; number 3, C, carries -0.3335; number 4, C, carries -0.0528

***

(3)
Computed, not measured: one molecule with the formula C18H29NO2, with ωB97M-V/def2-TZVPD.

Its spin multiplicity is 1. The value obtained for the HOMO energy is -0.3050 Eh. The value obtained for the LUMO energy is 0.9 eV. The molar mass comes out at 291.4 g mol⁻¹. The energy above the lowest of the compared OMol25 structures with the same formula, charge and spin is 24.9 kcal per mole. For the orbital gap, the calculation gives 0.338 hartree.

```
50
Properties=species:S:1:pos:R:3:forces:R:3
C -5.40226 -2.34167 -0.89022 0.092 0.202 -0.108
C -4.58706 -1.05512 -0.93103 0.023 -0.254 0.228
C -4.36547 -0.43368 0.45790 -0.045 0.083 -0.141
C -5.68072 -0.00752 1.10894 0.226 -0.132 -0.006
C -3.38615 0.70826 0.32094 0.117 -0.266 0.115
C -3.79191 2.00598 0.06078 0.099 -0.090 0.034
C -2.87476 3.03424 -0.08423 0.057 0.175 -0.056
C -1.52562 2.76458 0.02845 -0.110 0.096 -0.023
C -1.08950 1.47361 0.27788 0.190 -0.259 0.063
C -2.01012 0.44436 0.41968 -0.105 0.099 -0.009
O -1.66986 -0.86368 0.66169 -0.456 0.246 -0.093
C -0.31903 -1.21225 0.82479 0.480 -0.092 -0.128
C 0.49284 -1.16821 -0.48148 -0.195 -0.062 0.030
O 1.56416 -0.27129 -0.31413 0.073 0.058 0.224
C 2.36688 -0.13724 -1.46521 0.125 0.249 -0.244
C 3.54703 0.78122 -1.15896 -0.258 -0.350 -0.125
N 4.62399 0.07124 -0.51128 0.108 0.049 0.003
C 4.32315 -0.38896 0.83496 -0.102 -0.196 0.164
C 5.68929 -0.71431 1.45286 -0.043 -0.024 0.002
C 6.70675 -0.01169 0.53770 0.023 0.123 -0.064
C 5.84029 0.85128 -0.37621 0.176 -0.013 -0.055
H -4.93854 -3.06218 -0.21990 0.013 -0.127 0.080
H -5.45672 -2.78327 -1.88314 -0.059 -0.101 -0.049
H -6.41649 -2.15326 -0.54825 -0.131 -0.054 0.043
H -3.60870 -1.26992 -1.36648 0.010 0.067 -0.069
H -5.08403 -0.32390 -1.57349 0.057 0.086 -0.031
H -3.89448 -1.19075 1.09230 -0.070 0.039 -0.060
H -5.48564 0.61010 1.98291 -0.058 0.056 0.089
H -6.24182 -0.88134 1.43007 -0.114 -0.042 0.013
H -6.30041 0.55595 0.41516 -0.121 0.096 -0.055
H -4.84432 2.22462 -0.02976 -0.151 0.000 0.022
H -3.21632 4.03861 -0.28572 -0.024 0.082 -0.014
H -0.79935 3.55651 -0.08202 0.061 0.055 -0.003
H -0.03122 1.28036 0.34797 0.111 -0.055 0.007
H 0.17705 -0.56507 1.55828 -0.050 -0.055 -0.036
H -0.35027 -2.22985 1.22064 0.040 0.140 -0.017
H -0.15905 -0.83838 -1.30573 0.026 -0.059 0.091
H 0.87854 -2.16638 -0.73655 -0.035 0.090 0.018
H 1.76465 0.28743 -2.28371 0.037 -0.055 0.065
H 2.74281 -1.11969 -1.78436 -0.010 0.072 -0.013
H 3.93228 1.17754 -2.10194 -0.071 0.036 0.029
H 3.17725 1.62546 -0.54803 0.051 0.005 -0.059
H 3.66293 -1.25468 0.79330 -0.050 0.068 0.108
H 3.81272 0.39850 1.41457 -0.023 -0.016 -0.021
H 5.74795 -0.34630 2.47630 -0.010 -0.054 0.022
H 5.86415 -1.78862 1.47172 0.007 -0.010 0.058
H 7.24991 -0.74472 -0.05692 0.045 0.020 -0.008
H 7.42842 0.58307 1.09468 0.062 -0.012 -0.022
H 6.29079 1.01727 -1.35649 0.002 0.093 0.019
H 5.64600 1.83375 0.09074 -0.019 -0.006 -0.013
```
Positions in Å, forces in eV/Å.

Löwdin population analysis, charges in e, atoms 1 to 4: number 1, C, carries -0.1024; number 2, C, carries -0.2177; number 3, C, carries -0.3330; number 4, C, carries -0.0660

***

(4)
Computed, not measured: a 3-piece molecular cluster, C18H30Cl2O8P2S2 overall, with ωB97M-V/def2-TZVPD.

Its spin multiplicity is 1. The value obtained for the HOMO energy is -0.3248 Eh. The value obtained for the LUMO energy is -1.4 eV. The molar mass comes out at 571.4 g mol⁻¹. For the orbital gap, the calculation gives 0.275 hartree.

```
62
Properties=species:S:1:pos:R:3:forces:R:3
C 4.39387 0.19910 0.24956 -0.220 -0.038 -0.348
C 2.87516 0.02813 0.40572 0.152 0.033 -0.183
C 2.46481 -0.45411 1.79344 0.393 -0.075 -0.121
C 2.90467 0.44904 2.95851 -0.318 -0.039 0.129
C 1.74699 1.23215 3.61223 0.142 -0.053 0.206
C 0.71676 1.69251 2.62483 0.184 0.122 0.085
C 0.91466 2.63459 1.69066 -0.409 0.022 -0.089
P 2.47358 3.55957 1.62928 0.830 -0.161 0.956
P 1.70898 5.60207 1.55844 -0.589 0.142 -0.313
O 0.39360 5.77965 2.18250 0.031 -0.064 -0.066
O 2.85255 6.40343 2.34853 0.045 0.031 -0.122
O 1.79391 6.16811 0.05974 0.192 -0.130 0.201
C -0.14405 2.94751 0.69323 0.027 -0.150 -0.142
O -0.00818 3.84614 -0.10312 0.129 -0.084 -0.130
C -1.34409 2.06981 0.62881 -0.269 -0.168 -0.046
C -2.26342 2.23781 -0.51566 -0.016 0.038 0.009
Cl -3.17060 3.70716 -0.48823 -0.094 0.064 0.023
C -2.38779 1.32364 -1.47407 0.079 -0.056 0.157
C -1.61885 0.03676 -1.53661 -0.076 -0.115 -0.092
Cl -3.49767 1.56183 -2.76821 -0.130 0.140 -0.173
C -1.58261 1.17976 1.59850 0.045 0.272 -0.110
O -2.65931 0.35264 1.62188 0.011 -0.045 0.087
C -0.62282 1.01945 2.72518 0.077 -0.117 0.008
O -0.91911 0.35733 3.69015 -0.034 -0.034 0.022
H 4.67766 -0.03932 -0.77654 0.080 0.040 0.001
H 4.93272 -0.49179 0.89710 0.066 0.053 0.073
H 4.72823 1.22025 0.43199 0.065 -0.018 0.236
H 2.55230 -0.71664 -0.32255 -0.125 -0.058 0.087
H 2.37295 0.96166 0.13144 -0.045 0.000 0.055
H 2.93502 -1.42975 1.91590 -0.106 -0.067 -0.006
H 1.38796 -0.64615 1.80396 -0.039 0.027 0.131
H 3.69355 1.13789 2.65693 0.013 -0.019 -0.135
H 3.32614 -0.18900 3.73540 0.121 0.121 0.078
H 1.27208 0.57560 4.33671 -0.219 0.037 -0.042
H 2.11575 2.08956 4.17896 0.117 0.017 -0.089
H 2.93189 3.33426 0.31794 -0.352 0.195 -0.274
H 2.47478 7.27053 2.56706 0.227 -0.040 0.149
H 2.46367 5.68571 -0.44224 -0.125 0.164 -0.180
H -1.60434 -0.45984 -0.56813 0.048 0.036 0.029
H -2.09541 -0.62953 -2.25268 0.004 -0.052 0.009
H -0.59401 0.20605 -1.87006 0.040 0.052 0.039
H -3.44926 0.82982 1.90363 0.000 -0.007 -0.107
C -6.11105 -1.66154 -3.91076 -0.080 0.034 -0.016
S -4.70035 -2.75895 -4.09018 -0.077 -0.024 0.015
O -3.49084 -1.94027 -3.82435 0.132 0.027 0.023
C -4.82356 -2.93590 -5.87377 -0.026 0.004 -0.078
H -6.18283 -1.38728 -2.86057 0.031 -0.011 0.011
H -5.95360 -0.76869 -4.51544 0.043 -0.008 0.003
H -7.01772 -2.18261 -4.21838 0.000 -0.008 0.013
H -4.75903 -1.95290 -6.33980 0.016 0.014 0.035
H -5.76620 -3.42186 -6.12528 0.004 -0.012 0.005
H -3.99220 -3.55601 -6.20151 0.014 -0.006 0.028
C 1.86511 -5.61805 -0.68773 0.014 -0.090 -0.005
S 1.29056 -4.05927 -0.00586 -0.061 0.042 -0.034
O 2.50088 -3.28578 0.37838 0.053 -0.060 -0.020
C 0.61557 -4.74703 1.50926 -0.027 -0.052 0.060
H 2.36596 -5.40105 -1.62851 -0.005 0.035 -0.001
H 2.56525 -6.08103 0.00740 0.004 0.034 0.017
H 1.01105 -6.27059 -0.86832 -0.007 0.009 -0.012
H 1.40302 -5.27017 2.05155 0.026 0.018 -0.021
H -0.20260 -5.42464 1.26583 -0.012 0.012 -0.002
H 0.23987 -3.91975 2.10790 0.005 0.026 -0.024
```
Positions in Å, forces in eV/Å.

Löwdin population analysis, charges in e, atoms 1 to 4: number 1, C, carries -0.1013; number 2, C, carries -0.2608; number 3, C, carries -0.2100; number 4, C, carries -0.1833